39
Properties=species:S:1:pos:R:3:lowdin_spin:R:1 method="wB97M-V/def2-TZVPD" s2=0.76 total_charge=+4 homo_ev="-21.3 / -21.3" e_tot_ha=-2536.90242 multiplicity=2 orbital_gap_ev="5.79 / 4.91"
Ir -0.04274 0.14427 0.16963 0.00
N -2.93431 -2.10770 0.54839 0.00
C -1.83590 -2.72852 0.21114 0.05
N -1.86845 -4.05006 0.05015 0.48
C -0.87181 -4.85159 -0.32484 0.04
N -0.95441 -6.12873 -0.48836 -0.01
N 0.27257 -4.14183 -0.51701 0.35
C 0.37164 -2.85328 -0.36381 0.03
N -0.64410 -2.04380 0.01245 0.03
C 1.65199 -2.21541 -0.63840 0.01
C 2.79246 -2.94846 -0.89669 0.00
C 3.97561 -2.26764 -1.17535 0.00
C 3.96153 -0.88586 -1.21104 0.00
C 2.76831 -0.22043 -0.95223 0.00
N 1.64135 -0.87061 -0.65306 0.00
H -3.79214 -2.63461 0.67079 0.00
H -2.94990 -1.10914 0.67450 0.00
H -1.82118 -6.63457 -0.32603 0.00
H -0.15150 -6.67100 -0.79394 0.00
H 2.74747 -4.02896 -0.86946 0.00
H 4.88787 -2.81691 -1.37415 0.00
H 4.85001 -0.31574 -1.44706 0.00
H 2.72360 0.85648 -1.00398 0.00
N 1.32538 4.78598 -0.64737 0.00
C 1.80441 3.78080 0.36029 0.00
C 1.06237 2.46463 0.26265 0.00
O 1.23274 1.55949 1.12121 0.00
O 0.28701 2.18587 -0.68932 0.00
H 2.10850 5.29697 -1.07480 0.00
H 0.71364 5.49583 -0.22647 0.00
H 0.79830 4.32797 -1.40202 0.00
H 1.72100 4.17158 1.37536 0.00
H 2.86307 3.56777 0.19592 0.00
Cl -4.23532 1.84879 3.25997 0.00
C -4.12643 2.05967 1.51607 0.00
Cl -5.48310 1.29143 0.68630 0.00
Cl -3.99549 3.76137 1.08525 0.00
C -2.91340 1.37513 1.05582 0.00
N -1.99699 0.79173 0.68264 0.00

26
Properties=species:S:1:pos:R:3:mulliken_charge:R:1 method="wB97M-V/def2-TZVPD" relative_energy_kj_mol=464.27 total_charge=0 homo_ev=-8.7 e_tot_ha=-519.64546 multiplicity=1 smiles=CCCc1ccc2ccccc2n1 orbital_gap_ev=8.54
C 3.47706 -0.99285 1.18240 -0.95
C 3.63514 0.18824 0.18792 -0.37
C 2.66942 -0.18241 -0.85901 -1.49
C 1.16086 0.14092 -0.52881 1.14
C 0.86204 1.50040 -0.52146 -0.63
C -0.29629 1.78980 0.08342 -0.74
C -1.33730 0.82202 0.07745 0.94
C -2.62033 0.99371 0.59826 -0.39
C -3.64063 0.10388 0.48119 -0.40
C -3.41504 -1.15618 -0.20302 -0.43
C -2.00514 -1.48583 -0.36872 -0.37
C -0.94692 -0.63596 -0.12235 0.14
N 0.42253 -0.92068 -0.15767 -0.65
H 3.92523 -1.85826 0.66476 0.28
H 2.37539 -1.18775 1.67701 0.23
H 4.12162 -0.54172 1.94645 0.34
H 4.51756 -0.11075 -0.27289 0.30
H 3.46468 1.22394 0.63848 0.38
H 2.54721 -1.10468 -1.12498 0.51
H 2.85754 0.39248 -1.88192 0.45
H 1.60853 2.14122 -1.06426 0.35
H -0.78100 2.84016 0.14993 0.19
H -2.55256 2.20983 0.59109 0.06
H -4.48958 0.31887 1.06087 0.42
H -4.18262 -1.95635 -0.71544 0.25
H -1.62697 -2.43670 -0.60904 0.45

34
Properties=species:S:1:pos:R:3:mulliken_charge:R:1 method="wB97M-V/def2-TZVPD" relative_energy_kj_mol=0.00 total_charge=0 homo_ev=-9.0 e_tot_ha=-1036.37921 multiplicity=1 orbital_gap_ev=7.63
Sr -0.32369 -0.15236 -0.16575 1.91
O 2.09843 0.77665 -0.31992 -0.50
C 2.29824 1.46082 -1.57265 -0.56
C 1.23309 2.51776 -1.78386 -1.06
N -0.10597 1.92579 -1.78782 0.67
C -1.07821 2.81916 -1.14214 -0.64
C -0.80366 2.97724 0.37307 0.47
O -1.00444 4.06034 0.88763 -0.69
O -0.37845 1.90395 0.95934 -0.83
C -0.53994 1.51455 -3.12755 -0.73
C -1.57205 0.36232 -3.12367 0.32
O -2.35485 0.29571 -4.05080 -0.68
O -1.46139 -0.45964 -2.13301 -0.86
H 1.91694 1.45184 0.35436 0.34
H 2.25287 0.68997 -2.34358 0.31
H 3.29502 1.90651 -1.59417 0.35
H 1.43840 3.07496 -2.70670 0.34
H 1.29724 3.23999 -0.96480 0.46
H -2.07488 2.38252 -1.26424 0.37
H -1.09592 3.80977 -1.60773 0.32
H 0.32856 1.13767 -3.67597 0.38
H -0.94525 2.35428 -3.70106 0.31
N 2.77731 -7.61737 0.18044 -0.39
C 2.32239 -6.56384 0.16469 -0.13
C 1.75243 -5.24227 0.15043 0.78
C 2.52750 -4.14096 0.49386 -0.59
C 1.93386 -2.89294 0.46932 -0.31
N 0.65526 -2.69900 0.13688 -0.27
C -0.07634 -3.76267 -0.20400 -0.31
C 0.42420 -5.05194 -0.20985 -0.54
H 3.56526 -4.25475 0.77104 0.45
H 2.50819 -2.00932 0.72308 0.44
H -1.10188 -3.57257 -0.49757 0.41
H -0.20222 -5.88493 -0.49342 0.45

35
Properties=species:S:1:pos:R:3:mulliken_charge:R:1 method="wB97M-V/def2-TZVPD" relative_energy_kj_mol=0.00 total_charge=0 homo_ev=-8.7 e_tot_ha=-1114.74602 multiplicity=1 smiles="N#Cc1cc([N+](=O)[O-])cc2c1no[n+]2[O-].OC[C@@H]1CCCN1" orbital_gap_ev=6.54
N -1.85604 -5.51593 2.11414 -0.48
C -1.32992 -4.49467 1.89862 -0.14
C -0.68136 -3.24168 1.65001 0.24
C 0.69660 -2.99374 1.63400 -0.59
C 1.19652 -1.68428 1.34982 -0.36
N 2.56036 -1.55758 0.92737 0.98
O 3.40988 -2.40267 1.26608 -0.60
O 2.85758 -0.56270 0.19609 -0.66
C 0.33754 -0.57127 1.25243 -0.54
C -1.02196 -0.84153 1.29090 0.37
C -1.56423 -2.13325 1.44333 1.08
N -2.92101 -2.17068 1.46831 -0.62
O -3.28838 -0.82931 1.32285 -0.19
N -2.12261 0.01583 1.19509 0.73
O -2.24298 1.21891 1.04470 -0.66
H 1.39591 -3.81502 1.78622 0.54
H 0.68547 0.44796 1.33512 0.83
O 0.99306 2.35270 1.28813 -0.60
C 0.34554 2.91714 0.15208 -0.70
C 0.79043 2.14695 -1.07239 0.04
C 0.00382 2.49712 -2.34207 -0.73
C -0.41285 1.15749 -2.97933 -0.60
C -0.10875 0.07625 -1.93356 -0.56
N 0.56853 0.72187 -0.82683 0.07
H 0.59123 2.71829 2.09270 0.32
H -0.74762 2.81902 0.26220 0.25
H 0.64296 3.97454 0.04965 0.33
H 1.87899 2.31561 -1.20501 0.33
H -0.88365 3.08786 -2.08363 0.28
H 0.62846 3.09243 -3.02025 0.32
H -1.47137 1.15043 -3.25426 0.35
H 0.18063 0.96502 -3.87925 0.25
H -1.04278 -0.35862 -1.54905 0.16
H 0.48678 -0.75766 -2.33824 0.26
H 1.44522 0.25518 -0.53595 0.29

27
Properties=species:S:1:pos:R:3:mulliken_charge:R:1 method="wB97M-V/def2-TZVPD" relative_energy_kj_mol=840.75 total_charge=0 homo_ev=-8.1 e_tot_ha=-594.73331 multiplicity=1 orbital_gap_ev=8.27
C -1.86624 2.57034 0.11655 -1.96
C -0.65463 1.76684 -0.06769 1.12
C 0.65309 2.53142 -0.07714 -0.66
C 1.81654 1.87556 -0.10482 -0.90
C 1.88962 0.42214 -0.20938 0.50
C 2.97705 -0.28007 0.28299 -0.33
C 3.10224 -1.75387 0.36895 -0.71
C 1.88583 -2.31706 -0.21578 -0.43
C 0.64949 -1.72181 -0.39463 -0.84
C 0.73338 -0.30779 -0.12447 0.93
C -0.51637 0.36266 0.04051 0.59
C -1.66464 -0.31477 -0.30630 -0.67
H -1.62767 3.62968 0.45828 0.34
H -2.24133 2.67250 -0.86948 0.41
H -2.27193 1.98620 0.89570 0.55
H 0.76975 3.64224 0.19854 0.15
H 2.55053 2.29598 0.54113 0.22
H 3.72804 0.51815 0.30470 0.31
H 4.06780 -2.13328 1.04426 0.25
H 2.15741 -3.28764 -0.25273 0.45
H -0.15180 -2.29975 -0.81427 0.17
H -2.47199 0.45866 -0.50636 0.36
H -1.48892 -0.99450 -1.17728 0.50
H -2.60411 -3.42983 -0.58229 0.21
H -3.88305 -2.45404 0.79011 0.24
N -3.17053 -2.17336 -0.01310 -0.63
O -2.36755 -1.26460 0.67402 -0.17

27
Properties=species:S:1:pos:R:3:mulliken_charge:R:1 method="wB97M-V/def2-TZVPD" relative_energy_kj_mol=201.25 total_charge=0 homo_ev=-7.6 e_tot_ha=-594.97688 multiplicity=1 smiles=CC[C@]1(C)Oc2cccc3ccn1c23 orbital_gap_ev=8.44
C 1.80078 2.12284 -0.70022 -1.08
C 0.61318 2.50434 0.21681 -0.91
C -0.20268 1.16282 0.53985 0.44
C -1.53248 1.47607 1.31395 -1.39
O 0.55540 0.35595 1.42125 -0.41
C 0.62523 -0.95940 1.01055 0.62
C 1.00544 -2.18952 1.44016 -1.30
C 0.53446 -3.21759 0.65656 -0.54
C -0.13561 -3.14910 -0.53785 -0.61
C -0.48217 -1.90567 -1.02747 0.39
C -1.36808 -1.25425 -1.95932 -0.95
C -1.28729 0.09249 -1.65066 -0.51
N -0.43342 0.27567 -0.59199 0.62
C 0.01669 -0.93721 -0.21283 0.63
H 2.59612 1.51003 -0.23508 0.25
H 2.18497 3.08935 -1.03057 0.45
H 1.53647 1.48355 -1.65432 0.22
H 0.07678 3.21517 -0.25732 0.55
H 0.96029 3.06991 1.04986 0.51
H -1.89576 0.69488 1.98990 0.33
H -2.26891 1.84182 0.63454 0.25
H -1.08836 2.26731 1.94649 0.41
H 1.43810 -2.54089 2.37397 0.40
H 0.85523 -4.17213 0.87192 0.42
H -0.48257 -4.07524 -1.02789 0.34
H -1.88026 -1.84725 -2.69302 0.44
H -1.74158 1.08604 -1.88725 0.43

> Look up the multiplicity of the first one.

2

What did the sixth record say?
27
Properties=species:S:1:pos:R:3:mulliken_charge:R:1 method="wB97M-V/def2-TZVPD" relative_energy_kj_mol=201.25 total_charge=0 homo_ev=-7.6 e_tot_ha=-594.97688 multiplicity=1 smiles=CC[C@]1(C)Oc2cccc3ccn1c23 orbital_gap_ev=8.44
C 1.80078 2.12284 -0.70022 -1.08
C 0.61318 2.50434 0.21681 -0.91
C -0.20268 1.16282 0.53985 0.44
C -1.53248 1.47607 1.31395 -1.39
O 0.55540 0.35595 1.42125 -0.41
C 0.62523 -0.95940 1.01055 0.62
C 1.00544 -2.18952 1.44016 -1.30
C 0.53446 -3.21759 0.65656 -0.54
C -0.13561 -3.14910 -0.53785 -0.61
C -0.48217 -1.90567 -1.02747 0.39
C -1.36808 -1.25425 -1.95932 -0.95
C -1.28729 0.09249 -1.65066 -0.51
N -0.43342 0.27567 -0.59199 0.62
C 0.01669 -0.93721 -0.21283 0.63
H 2.59612 1.51003 -0.23508 0.25
H 2.18497 3.08935 -1.03057 0.45
H 1.53647 1.48355 -1.65432 0.22
H 0.07678 3.21517 -0.25732 0.55
H 0.96029 3.06991 1.04986 0.51
H -1.89576 0.69488 1.98990 0.33
H -2.26891 1.84182 0.63454 0.25
H -1.08836 2.26731 1.94649 0.41
H 1.43810 -2.54089 2.37397 0.40
H 0.85523 -4.17213 0.87192 0.42
H -0.48257 -4.07524 -1.02789 0.34
H -1.88026 -1.84725 -2.69302 0.44
H -1.74158 1.08604 -1.88725 0.43